Record 1
Computed, not measured: the ion C8H13IN with charge +1 in a non-equilibrium geometry, with ωB97M-V with the def2-TZVPD basis set.

largest force on an atom = 3.9 eV/Å
ΔE to the lowest compared entry with this formula, charge and spin = 41.43 kcal per mole
charge = +1
LUMO level (spin up / spin down) = -6.0 / -6.0 eV
orbital gap (spin up / spin down) = 6.7945 / 6.7964 eV

Last column: Löwdin charge in e.
Element x y z (Å)
C 0.367 -0.935 -1.279  -0.141
C -1.373 -0.535 0.531  -0.094
C 1.100 -0.940 1.155  -0.181
C 0.244 0.629 -1.549  -0.115
C -1.157 1.058 0.303  -0.144
C 1.253 1.625 0.569  -0.209
C -0.073 -1.262 0.154  -0.312
C 1.784 0.288 0.727  -0.485
N 0.086 1.357 -0.276  -0.133
I 3.786 -0.049 -0.017  1.059
H -0.288 -1.468 -2.076  0.155
H 1.402 -1.266 -1.387  0.069
H -1.870 -0.696 1.609  0.159
H -2.154 -1.009 -0.184  0.142
H 0.655 -0.759 2.129  0.138
H 1.898 -1.771 1.202  0.125
H 0.993 1.192 -2.208  0.157
H -0.696 0.655 -2.086  0.117
H -1.937 1.180 -0.324  0.084
H -1.292 1.661 1.210  0.139
H 0.945 2.111 1.524  0.166
H 1.847 2.375 -0.006  0.142
H -0.223 -2.367 0.106  0.161


Record 2
Computed, not measured: a cluster of 2 separate species, C3H5O3S2 in total in a non-equilibrium geometry, with ωB97M-V with the def2-TZVPD basis set.

largest force on an atom = 4.7 eV/Å
ΔE to the lowest compared entry with this formula, charge and spin = 40.72 kcal per mole
charge = -1
LUMO level = 3.4 eV
orbital gap = 6.2470 eV

Last column: Löwdin charge in e.
Element x y z (Å)
C 0.578 -1.440 -1.802  -0.544
C 0.595 1.243 -0.016  -0.141
C 0.313 -0.265 0.281  -0.878
O 0.806 -2.506 -1.389  0.120
O 0.323 -0.557 -2.550  0.099
O 1.273 -0.663 1.219  -0.121
S -2.803 0.583 1.688  0.142
S -1.368 -0.651 0.379  0.453
H -0.281 1.809 -0.356  0.054
H 1.430 1.197 -0.743  0.050
H 1.148 1.561 1.005  0.108
H 1.048 -1.516 1.604  0.074
H -3.063 1.203 0.680  -0.415